Record 1
Below is a structure of composition C18H14IN5O3Pt at a distorted geometry, with properties calculated with ωB97M-V/def2-TZVPD.

Geometry as XYZ:
```
42
Properties=species:S:1:pos:R:3:mulliken_charge:R:1
Pt 0.77 -0.41 -2.06 2.22
I 3.33 -0.08 -2.25 0.19
O 0.25 1.45 -2.19 -1.07
O -1.19 -0.78 -1.86 -0.92
O -1.75 0.00 2.20 -0.44
N 1.17 -0.05 -0.09 -0.20
N 1.04 -2.43 -2.14 -0.61
N -1.03 -3.36 1.99 -0.44
N -2.29 3.49 -0.82 -0.53
N -2.96 -1.76 -0.88 -0.31
C 3.38 -0.96 -0.34 0.24
C -2.46 2.96 0.41 -0.78
C 0.31 -2.76 -1.27 0.31
C -0.56 1.94 -1.26 1.27
C -0.93 -3.10 0.88 -0.03
C 2.24 -0.79 0.45 0.35
C -0.78 -2.68 -0.47 0.20
C -1.70 1.98 0.90 0.06
C -1.96 1.42 2.28 -0.94
C -1.39 3.02 -1.64 0.66
C 0.33 0.65 0.61 -0.35
C 2.17 -1.39 1.70 -0.10
C 3.27 -2.11 2.16 -0.97
C -1.26 3.61 -3.01 -1.32
C 4.40 -2.25 1.37 -0.57
C 4.46 -1.67 0.10 -0.50
C -0.66 1.48 0.07 -0.07
C -1.68 -1.73 -1.09 0.99
H 3.22 -2.59 3.13 0.44
H -1.28 1.88 3.01 0.36
H 0.46 0.68 1.69 0.81
H -2.02 4.36 -3.16 0.38
H 1.27 -1.33 2.30 0.41
H -0.27 4.07 -3.12 0.34
H -3.24 3.38 1.03 0.42
H -3.56 -1.06 -1.29 0.30
H -2.00 -0.42 3.03 0.30
H 5.34 -1.80 -0.52 0.42
H -2.97 1.66 2.58 0.48
H -3.39 -2.53 -0.38 0.25
H 5.24 -2.83 1.73 0.43
H -1.32 2.84 -3.78 0.35
```

## Properties
E_LUMO (alpha / beta) = -0.3738 / -0.3738 Ha
Energy above the lowest of the compared OMol25 structures with the same formula, charge and spin = 7.1 kcal per mole
Net charge = +2
HOMO level (alpha / beta) = -15.02 / -15.02 eV
Total energy = -43813.22130 eV



Record 2
Below is a cluster of 2 separate species, C6H14N3O2 in total at a distorted geometry, with properties calculated with ωB97M-V/def2-TZVPD.

Geometry as XYZ:
```
25
Properties=species:S:1:pos:R:3:mulliken_charge:R:1
O -3.56 0.98 -0.42 -0.44
O 1.19 2.09 0.92 -0.76
N -2.26 0.68 -0.73 0.00
N -1.32 1.86 0.98 -0.25
N 2.38 1.87 -0.91 -0.42
C 1.46 1.39 -0.07 0.54
C -1.33 0.92 0.11 0.11
C 0.81 -0.63 1.21 -0.19
C 0.86 0.04 -0.14 0.57
C 0.87 -0.59 -1.45 -1.65
C -0.27 -1.67 1.32 -1.21
H -2.20 -0.17 -1.30 0.27
H -0.06 -2.40 2.14 0.34
H -0.38 2.21 1.20 0.31
H 1.97 -0.73 -1.59 0.36
H -0.48 -2.27 0.48 0.32
H -1.18 -1.11 1.51 0.34
H 0.67 0.28 1.85 0.31
H -2.23 2.27 1.19 0.19
H 1.77 -1.10 1.46 0.48
H -3.72 1.92 -0.48 0.33
H 2.77 1.32 -1.75 0.25
H 2.89 2.72 -0.42 0.35
H 0.21 -1.37 -1.65 0.50
H 0.57 -0.02 -2.39 0.38
```

## Properties
E_LUMO = -0.1696 Ha
Energy above the lowest of the compared OMol25 structures with the same formula, charge and spin = 85.2 kcal per mole
Net charge = +1
HOMO level = -13.83 eV
Total energy = -15003.82046 eV



Record 3
Below is a cluster of 12 separate species, C17H58O19 in total at a distorted geometry, with properties calculated with ωB97M-V/def2-TZVPD.

Geometry as XYZ:
```
94
Properties=species:S:1:pos:R:3:mulliken_charge:R:1
O -2.32 0.30 -3.92 -0.52
O 0.42 -3.47 -1.98 -0.50
O 2.10 2.43 4.24 -0.59
O -0.55 -6.13 -1.87 -0.56
O -6.08 -0.21 -0.91 -0.58
O -2.30 3.14 -5.11 -0.53
O 2.14 0.55 -2.98 -0.57
O 3.34 4.61 2.74 -0.59
O 3.27 -0.92 -5.32 -0.56
O 3.77 -2.10 -0.26 -0.60
O 3.65 0.12 4.09 -0.65
O 1.10 -5.10 2.65 -0.54
O -3.40 2.27 3.21 -0.55
O -1.79 -1.77 -2.15 -0.47
O -1.62 3.87 1.21 -0.61
O -1.48 0.06 2.81 -0.46
O 2.06 4.50 0.05 -0.57
O -2.76 -0.63 0.49 -0.13
O 1.88 -0.13 -0.34 -0.24
C -1.60 2.96 0.14 0.45
C 2.66 0.45 3.12 0.42
C 2.83 -1.49 -4.06 -0.68
C 1.51 1.25 3.75 -0.21
C 1.71 -0.58 -3.64 0.90
C -1.44 1.39 -3.55 0.57
C -1.10 -5.16 -0.95 -0.69
C 0.55 -0.31 0.04 1.28
C -2.44 1.78 4.21 -0.47
C -2.23 0.27 4.00 -0.44
C 3.84 3.87 1.59 -0.59
C -2.13 2.80 -3.77 -0.51
C -4.79 -0.72 -0.78 -0.38
C -4.05 -0.17 0.46 -0.12
C 2.04 -4.24 2.07 -0.44
C 0.00 -4.09 -0.74 0.48
C 2.71 3.36 0.65 0.56
H -4.68 -0.50 1.29 0.28
H 2.54 -4.70 1.21 0.39
H -0.57 1.41 -4.21 0.23
H 1.04 -1.12 -2.96 -0.63
H 3.94 -1.53 -5.65 0.31
H -1.60 4.79 0.93 0.31
H -4.01 0.91 0.38 0.28
H -3.13 2.86 -3.34 0.34
H -1.20 1.26 -2.49 -0.43
H 3.13 2.77 -0.16 0.19
H -2.05 -4.81 -1.34 0.31
H -1.05 -6.09 -2.69 0.30
H 3.53 -1.60 -3.23 0.31
H -1.62 -0.16 4.80 0.41
H -0.60 2.62 -0.13 -0.06
H -6.43 -0.30 -1.80 0.33
H 2.54 -2.51 -4.29 0.35
H -2.33 -0.47 1.33 0.17
H -2.87 1.86 5.21 0.38
H 0.67 1.36 3.07 -0.12
H 0.38 -1.25 0.56 -0.49
H 4.65 -1.81 -0.01 0.27
H 2.17 1.35 -3.50 0.29
H 2.80 -3.98 2.81 0.41
H -3.19 -0.23 3.89 0.32
H -2.61 0.41 -4.83 0.29
H -2.08 -1.07 -2.73 0.21
H -2.04 -1.48 -1.27 0.14
H -1.44 2.22 4.20 0.25
H 3.29 -1.30 -0.42 0.40
H 2.78 2.15 4.84 0.35
H -0.39 -3.27 -0.13 -0.22
H -1.27 -5.72 -0.03 0.35
H 1.59 -3.33 1.68 -0.10
H -4.26 -0.33 -1.64 -0.03
H -2.46 2.34 -5.61 0.32
H 2.03 2.68 1.15 -0.37
H 4.50 4.55 1.05 0.36
H 1.08 0.63 4.53 0.32
H 1.49 -5.94 2.90 0.30
H -4.79 -1.78 -1.02 0.32
H 2.92 3.99 3.35 0.47
H -2.20 2.09 0.39 -0.51
H 1.12 -0.29 -4.51 0.42
H 3.15 1.07 2.37 0.08
H -2.81 2.73 2.61 0.19
H 0.35 0.51 0.73 -0.24
H 1.60 5.01 0.71 0.33
H -0.87 -0.66 2.94 0.17
H 4.43 3.03 1.95 0.26
H 4.39 -0.40 3.77 0.35
H -0.07 -0.17 -0.85 -0.40
H -0.32 -2.93 -2.26 0.22
H 0.85 -4.53 -0.22 0.24
H 1.88 0.31 -1.19 0.12
H -2.02 3.43 -0.74 0.44
H -1.54 3.57 -3.27 0.27
H 2.17 -0.43 2.69 -0.04
```

## Properties
E_LUMO = 0.0016 Ha
Energy above the lowest of the compared OMol25 structures with the same formula, charge and spin = 59.5 kcal per mole
SMILES = OCCO.OCCO.OCCO.OCCO.OCCO.OCCO.OCCO.CO.CO.CO.O.O
Net charge = 0
HOMO level = -9.40 eV
Total energy = -57466.70786 eV



Record 4
Below is a structure of composition C69H83Cl2MnO6PSi at a distorted geometry, with properties calculated with ωB97M-V/def2-TZVPD.

Geometry as XYZ:
```
163
Properties=species:S:1:pos:R:3:lowdin_spin:R:1
Mn -0.08 -0.71 -1.95 4.68
Cl 3.43 -3.87 -0.98 0.00
Cl 2.57 -5.60 -3.18 0.00
P -1.88 -2.84 -1.68 0.03
Si -0.95 -0.39 -4.32 0.03
O -0.13 0.54 1.22 0.00
O -1.22 0.98 -1.33 0.06
O 1.17 -2.66 -2.90 0.03
O 2.89 -2.32 -4.33 0.00
O 1.44 -0.99 -0.58 0.05
O 1.78 0.83 -2.72 0.03
C -1.33 2.12 -0.73 0.01
C -0.65 -1.52 2.32 0.00
C 2.46 0.79 -3.97 0.00
C -0.50 -1.70 -5.70 0.00
C -6.35 -2.28 -0.63 0.00
C -2.90 -0.31 -4.48 0.00
C 4.50 -1.20 5.12 0.00
C -2.16 2.29 0.43 0.00
C 2.23 -0.89 0.43 0.01
C 0.43 1.50 2.10 0.00
C -1.62 4.66 0.62 0.00
C 4.37 -0.21 1.42 0.00
C -2.34 -5.20 -5.68 0.00
C -1.21 5.83 2.79 0.00
C -1.56 -2.24 3.09 0.00
C 4.11 2.68 -0.60 0.00
C 6.31 -1.37 3.44 0.00
C -0.83 4.51 -0.52 0.00
C 3.53 -0.31 0.32 0.00
C -2.87 -1.83 3.27 0.00
C -2.99 1.13 0.91 0.00
C -0.47 -6.05 1.36 0.00
C 0.25 3.23 -2.37 0.00
C -3.22 -3.72 4.92 0.00
C -3.88 -2.61 4.10 0.00
C 2.30 1.83 -1.91 0.00
C -5.53 -1.18 -0.83 0.00
C 2.32 -2.83 -3.36 0.00
C 1.67 3.07 -1.87 0.00
C 5.63 4.82 0.58 0.00
C -2.12 -4.42 0.69 0.00
C 2.78 -1.29 2.80 0.00
C 2.34 4.13 -1.27 0.00
C -2.06 -3.82 -3.25 0.00
C -3.28 -0.70 2.56 0.00
C -5.83 -3.56 -0.79 0.00
C 3.99 0.20 -1.02 0.00
C -4.51 -3.74 -1.13 0.00
C 5.40 0.87 4.11 0.00
C 0.64 -2.19 1.89 0.00
C -0.68 3.30 -1.18 0.00
C 4.60 6.17 -1.24 0.00
C 1.91 -1.40 1.73 0.00
C -1.20 -5.37 -4.91 0.00
C 0.29 -5.72 0.25 0.00
C -1.06 -4.68 -3.71 0.00
C 5.04 -0.60 3.83 0.00
C -3.65 -2.64 -1.28 0.00
C 3.42 5.88 0.96 0.00
C 4.03 -0.68 2.69 0.00
C -1.40 -4.14 -0.48 0.00
C -3.19 -3.65 -4.05 0.00
C -2.27 3.51 1.06 0.00
C 3.47 1.61 -1.21 0.00
C -3.27 6.35 1.47 0.00
C -4.59 -1.66 5.09 0.00
C -2.40 0.07 1.82 0.00
C -1.05 -0.29 1.80 0.00
C -1.66 -5.38 1.59 0.00
C -1.04 7.13 0.68 0.00
C 3.22 -3.99 -2.74 0.00
C -3.33 -4.34 -5.25 0.00
C 4.30 5.19 -0.09 0.00
C -0.66 1.20 -5.45 0.00
C 3.58 3.97 -0.66 0.00
C -0.16 -4.77 -0.65 0.00
C -4.19 -1.36 -1.16 0.00
C -4.93 -3.24 3.17 0.00
C -1.78 5.98 1.37 0.00
H 0.06 -2.54 -5.28 0.00
H 5.21 5.69 -2.00 0.00
H -1.22 -3.18 3.51 0.00
H 0.42 -2.61 0.91 0.00
H 7.02 -1.40 4.28 0.00
H 6.05 -2.40 3.18 0.00
H 0.16 4.13 -2.98 0.00
H -5.69 -3.77 3.74 0.00
H -2.44 -5.73 -6.62 0.00
H 1.24 -6.20 0.08 0.00
H 6.33 4.41 -0.15 0.00
H 3.24 5.21 1.80 0.00
H -3.83 5.60 2.02 0.00
H -3.86 -1.19 5.75 0.00
H -2.76 -4.47 4.27 0.00
H 0.36 1.28 -5.81 0.00
H -0.15 5.56 2.74 0.00
H -0.40 -6.02 -5.24 0.00
H -2.46 -3.32 5.58 0.00
H 5.79 1.36 3.22 0.00
H 6.80 -0.92 2.58 0.00
H 2.19 1.66 -4.58 0.00
H -0.30 5.37 -0.93 0.00
H 3.91 6.79 1.33 0.00
H -1.40 7.27 -0.34 0.00
H 6.16 0.94 4.90 0.00
H -6.48 -4.42 -0.66 0.00
H -3.39 7.32 1.98 0.00
H -5.31 -2.21 5.70 0.00
H -3.98 -4.22 5.53 0.00
H 3.61 -0.67 5.47 0.00
H -0.01 2.36 -2.97 0.00
H -4.11 -4.74 -1.28 0.00
H 4.51 1.42 4.43 0.00
H 1.87 5.10 -1.28 0.00
H -7.39 -2.14 -0.37 0.00
H -4.32 -0.40 2.57 0.00
H 5.26 -1.14 5.91 0.00
H -0.11 -6.78 2.07 0.00
H -3.24 0.73 -4.38 0.00
H 4.20 -3.94 -3.19 0.00
H 2.45 6.16 0.54 0.00
H -1.21 8.06 1.24 0.00
H -3.54 -0.51 -1.35 0.00
H -3.70 6.43 0.47 0.00
H -2.25 -5.60 2.47 0.00
H 5.48 4.09 1.37 0.00
H 3.54 0.78 -3.83 0.00
H -0.34 1.94 2.75 0.00
H -1.72 5.03 3.33 0.00
H 3.68 6.51 -1.71 0.00
H -1.40 -2.10 -6.18 0.00
H -5.12 -0.87 4.56 0.00
H 2.16 -0.14 -4.47 0.00
H 4.24 -2.25 4.99 0.00
H 0.82 -3.04 2.56 0.00
H -0.14 -4.80 -3.15 0.00
H -3.42 -0.88 -3.70 0.00
H 1.21 1.05 2.73 0.00
H -4.22 -4.19 -5.85 0.00
H -5.41 -2.48 2.56 0.00
H 0.13 -1.24 -6.47 0.00
H 0.03 6.94 0.65 0.00
H -3.03 -3.89 0.90 0.00
H -3.29 0.59 0.01 0.00
H 5.14 7.05 -0.87 0.00
H 6.08 5.72 1.01 0.00
H 5.08 0.20 -1.06 0.00
H 3.59 -0.45 -1.80 0.00
H 0.86 2.28 1.49 0.00
H 5.34 0.25 1.26 0.00
H -3.23 -0.68 -5.45 0.00
H -3.90 1.52 1.38 0.00
H -4.45 -3.95 2.49 0.00
H -5.93 -0.18 -0.74 0.00
H -1.32 6.76 3.36 0.00
H 2.46 -1.70 3.75 0.00
H 0.46 -4.45 -1.47 0.00
H -3.97 -2.97 -3.75 0.00
H -0.91 2.13 -4.93 0.00
H -1.32 1.12 -6.32 0.00
H 5.03 2.49 -0.07 0.00
H -2.91 3.56 1.94 0.00
```

## Properties
E_LUMO (alpha / beta) = 0.1390 / 0.1390 Ha
Energy above the lowest of the compared OMol25 structures with the same formula, charge and spin = 0.0 kcal per mole
Net charge = -2
HOMO level (alpha / beta) = -1.19 / -1.86 eV
Total energy = -158723.06359 eV
Spin multiplicity = 6